(1)
Computed, not measured: a structure of composition C4H7NO3 in a non-equilibrium geometry, with ωB97M-V with the def2-TZVPD basis set.

Computed properties:
Charge: -2
Spin multiplicity: 1
Relative energy (zero: lowest compared OMol25 entry of this formula, charge and spin) (eV): 5.505

Element x y z (Å)
O -0.018 -0.770 2.766
C 0.534 -1.000 1.679
O 1.681 -1.417 1.443
C -0.357 -0.653 0.374
C -0.347 0.863 0.012
C 0.750 1.265 -1.004
O 0.776 2.575 -1.324
N -1.507 -1.674 -0.849
H 0.101 -1.315 -0.385
H 0.010 1.360 0.925
H -1.362 1.216 -0.187
H 1.687 0.892 -0.536
H 0.621 0.649 -1.944
H -1.378 -0.863 0.697
H -1.192 -1.129 -1.667


(2)
Computed, not measured: an isolated molecule of C4H7NO3 in a non-equilibrium geometry, with ωB97M-V with the def2-TZVPD basis set.

Computed properties:
SMILES: COC(=O)C/N=C/O
Spin multiplicity: 1
Relative energy (zero: lowest compared OMol25 entry of this formula, charge and spin) (eV): 2.492

Element x y z (Å)
C -0.919 1.553 0.996
O -0.009 0.902 0.112
C 1.132 0.253 0.761
O 1.516 0.530 1.873
C 1.629 -0.808 -0.182
N 0.413 -1.634 -0.340
C -0.464 -1.068 -1.114
O -1.710 -1.574 -1.146
H -1.655 0.820 1.337
H -1.429 2.347 0.446
H -0.416 2.004 1.854
H 2.000 -0.381 -1.120
H 2.401 -1.399 0.319
H -0.261 -0.352 -1.926
H -2.227 -1.192 -1.870


(3)
Computed, not measured: an isolated molecule of C4H7NO3 in a non-equilibrium geometry, with ωB97M-V with the def2-TZVPD basis set.

Computed properties:
SMILES: C=NO[C@@H](C)OC=O
Spin multiplicity: 1
Relative energy (zero: lowest compared OMol25 entry of this formula, charge and spin) (eV): 4.125

Element x y z (Å)
C 2.476 -0.436 0.136
N 1.435 -0.634 -0.619
O 0.423 -0.870 0.267
C -0.694 -0.465 -0.432
C -1.843 -0.680 0.521
O -0.659 0.882 -0.818
C 0.010 1.848 -0.276
O 0.615 1.871 0.793
H 2.486 -0.461 1.229
H 3.341 -0.345 -0.495
H -0.861 -1.089 -1.320
H -2.738 -0.571 -0.174
H -1.954 0.046 1.287
H -2.028 -1.717 0.916
H -0.009 2.622 -1.016


(4)
Computed, not measured: a structure of composition C4H7NO3 in a non-equilibrium geometry, with ωB97M-V with the def2-TZVPD basis set.

Computed properties:
Spin multiplicity: 1
Relative energy (zero: lowest compared OMol25 entry of this formula, charge and spin) (eV): 11.904

Element x y z (Å)
C 2.647 -0.699 -0.241
C 0.138 0.008 -0.195
C -3.135 -0.149 0.123
C 0.138 1.372 0.549
H 2.580 0.494 -1.284
H 2.564 -2.052 -0.970
H 3.299 -0.658 0.993
H 0.214 0.056 -1.257
H -3.425 -1.023 0.799
H -3.944 0.146 -0.402
H 0.194 1.244 1.778
N -2.015 0.290 -0.339
O 1.247 -0.540 0.584
O -1.137 -0.739 0.052
O 0.634 2.253 -0.192


(5)
Computed, not measured: a structure of composition C4H7NO3 in a non-equilibrium geometry, with ωB97M-V with the def2-TZVPD basis set.

Computed properties:
Spin multiplicity: 1
Relative energy (zero: lowest compared OMol25 entry of this formula, charge and spin) (eV): 7.384

Element x y z (Å)
C -0.811 0.574 0.110
N -1.553 -0.094 -1.521
C 0.531 0.324 2.181
C 0.211 -0.341 0.243
C 1.053 -1.167 -0.311
O -1.046 0.438 -2.739
O 1.854 0.369 2.490
O -0.294 0.343 3.040
H -1.613 1.172 -3.008
H 2.378 0.356 1.678
H -1.331 -1.081 -1.681
H -0.531 1.614 -0.033
H -1.707 0.429 0.706
H 0.992 -1.308 -1.385
H 1.868 -1.629 0.230


(6)
Computed, not measured: a structure of composition C4H7NO3 in a non-equilibrium geometry, with ωB97M-V with the def2-TZVPD basis set.

Computed properties:
Spin multiplicity: 1
Relative energy (zero: lowest compared OMol25 entry of this formula, charge and spin) (eV): 6.251

Element x y z (Å)
C 0.672 1.144 -0.847
N -0.263 -0.519 0.790
C 1.027 -0.872 0.109
C -0.622 0.979 -0.440
C -1.905 1.232 -0.449
O -1.043 -1.661 1.166
O 2.078 -0.648 0.954
O 1.026 -1.735 -0.745
H -1.050 -2.184 0.346
H 2.824 -1.164 0.607
H -0.090 -0.011 1.658
H 1.311 1.856 -0.336
H 0.932 0.892 -1.867
H -2.268 2.121 -0.953
H -2.628 0.568 0.006


(7)
Computed, not measured: a structure of composition C4H7NO3 in a non-equilibrium geometry, with ωB97M-V with the def2-TZVPD basis set.

Computed properties:
Spin multiplicity: 1
Relative energy (zero: lowest compared OMol25 entry of this formula, charge and spin) (eV): 3.168

Element x y z (Å)
C 1.052 1.379 -0.038
C -0.755 -1.423 0.854
C -0.206 -0.867 -0.240
C -0.243 0.619 -0.051
N 0.708 -1.447 -1.157
O -0.767 0.374 1.511
O -1.186 1.286 -0.770
O -1.178 -2.298 1.529
H -1.504 0.953 1.754
H -1.947 0.699 -0.896
H 1.599 -1.679 -0.732
H 0.325 -2.259 -1.623
H 0.866 2.444 0.086
H 1.687 1.013 0.765
H 1.548 1.206 -0.993


(8)
Computed, not measured: an isolated molecule of C4H7NO3, with ωB97M-V with the def2-TZVPD basis set.

Computed properties:
SMILES: CN(C=O)CC(=O)O
Spin multiplicity: 1
Relative energy (zero: lowest compared OMol25 entry of this formula, charge and spin) (eV): 1.121

Element x y z (Å)
C -1.506 -0.517 0.767
N -0.574 0.157 -0.125
C -0.897 0.416 -1.421
O -0.086 0.745 -2.259
C 0.647 0.739 0.392
C 1.776 -0.281 0.550
O 2.189 -0.662 1.603
O 2.396 -0.614 -0.614
H -1.891 -1.408 0.260
H -0.948 -0.884 1.626
H -2.363 0.093 1.061
H -1.966 0.279 -1.652
H 1.014 1.528 -0.263
H 0.479 1.109 1.403
H 1.731 -0.699 -1.327


(9)
Computed, not measured: a structure of composition C4H7NO3S in a non-equilibrium geometry, with ωB97M-V with the def2-TZVPD basis set.

Computed properties:
Charge: -2
Spin multiplicity: 1
Relative energy (zero: lowest compared OMol25 entry of this formula, charge and spin) (eV): 1.119

Element x y z (Å)
C 1.815 -0.267 -0.224
C -0.502 1.790 0.293
C 0.369 -0.592 -0.215
C -0.598 0.353 0.679
N 0.003 -1.975 0.075
O -1.315 -2.121 -0.537
O 2.610 -1.028 0.218
O -1.917 -0.111 0.529
S 2.353 1.063 -1.049
H -1.406 2.196 -0.362
H 0.362 1.765 -0.405
H -0.434 2.544 1.085
H 0.048 -0.311 -1.261
H -0.205 0.344 1.672
H 0.665 -2.511 -0.508
H -1.848 -1.138 0.009


(10)
Computed, not measured: a cluster of 2 separate species, C4H7NO4 in total in a non-equilibrium geometry, with ωB97M-V with the def2-TZVPD basis set.

Computed properties:
Spin multiplicity: 1
Relative energy (zero: lowest compared OMol25 entry of this formula, charge and spin) (eV): 8.155

Element x y z (Å)
C -0.001 -1.796 0.000
C -0.912 -1.043 1.051
C -0.677 -0.012 -1.051
C 0.279 2.016 -1.346
N -1.500 0.017 -2.230
O -0.995 -0.078 -3.318
O -2.697 0.114 -1.959
O 0.386 -0.778 -0.843
O -1.456 -0.152 0.034
H 0.890 -2.281 0.501
H -0.626 -2.430 -0.565
H -1.839 -1.631 1.424
H -0.312 -0.398 1.858
H 1.062 1.721 -2.166
H 0.624 2.114 -0.271
H -0.413 2.745 -1.680


(11)
Computed, not measured: an isolated molecule of C4H7NO5 in a non-equilibrium geometry, with ωB97M-V with the def2-TZVPD basis set.

Computed properties:
SMILES: COC(=O)N[C@]1(O)O[C@@H]1O
Spin multiplicity: 1
Relative energy (zero: lowest compared OMol25 entry of this formula, charge and spin) (eV): 2.703

Element x y z (Å)
C -1.215 -2.011 -0.604
O -1.957 -1.313 0.452
C -1.375 -0.227 0.995
O -2.038 0.539 1.620
N -0.022 -0.073 0.729
C 0.434 1.284 0.404
O 0.366 2.228 1.346
O 0.273 1.619 -0.908
C 1.562 1.287 -0.443
O 2.034 0.038 -0.936
H -1.938 -2.645 -1.251
H -0.539 -2.897 -0.367
H -0.728 -1.289 -1.250
H 0.678 -0.878 0.538
H -0.402 2.108 1.960
H 2.389 2.028 -0.467
H 2.477 0.201 -1.820


(12)
Computed, not measured: a cluster of 2 separate species, C4H7NO5 in total in a non-equilibrium geometry, with ωB97M-V with the def2-TZVPD basis set.

Computed properties:
SMILES: O=C1C[C@H]1O.NOC(=O)O
Spin multiplicity: 1
Relative energy (zero: lowest compared OMol25 entry of this formula, charge and spin) (eV): 4.852

Element x y z (Å)
O 0.617 1.535 0.752
C 0.609 0.331 0.861
C 0.880 -0.685 1.883
C -0.526 -0.692 1.270
O -1.619 -0.174 1.953
H 1.006 -0.318 2.898
H 1.524 -1.515 1.625
H -0.804 -1.589 0.732
H -1.423 0.749 2.208
N 0.039 1.847 -2.108
O -0.633 0.576 -2.045
C 0.042 -0.453 -1.505
O 1.194 -0.382 -1.069
O -0.552 -1.608 -1.777
H 0.060 2.195 -1.146
H 1.007 1.631 -2.357
H -1.423 -1.447 -2.175


(13)
Computed, not measured: an isolated molecule of C4H7NOS in a non-equilibrium geometry, with ωB97M-V with the def2-TZVPD basis set.

Computed properties:
SMILES: C=COCSN=C
Spin multiplicity: 1
Relative energy (zero: lowest compared OMol25 entry of this formula, charge and spin) (eV): 4.762

Element x y z (Å)
C 2.495 0.892 -0.383
C 1.443 0.411 0.271
O 1.417 -0.940 0.153
C 0.146 -1.664 0.374
S -1.305 -1.017 -0.529
N -1.952 0.330 0.747
C -2.800 0.916 -0.124
H 3.240 0.233 -0.863
H 2.795 1.917 -0.476
H 0.432 1.011 0.590
H 0.615 -2.706 -0.049
H -0.263 -1.619 1.377
H -2.889 0.456 -1.225
H -3.374 1.782 0.138


(14)
Computed, not measured: an isolated molecule of C4H7NOS in a non-equilibrium geometry, with ωB97M-V with the def2-TZVPD basis set.

Computed properties:
SMILES: C=C(O)/[N+]([S-])=C/C
Spin multiplicity: 1
Relative energy (zero: lowest compared OMol25 entry of this formula, charge and spin) (eV): 3.148

Element x y z (Å)
C -1.130 1.873 1.304
C -0.375 1.230 0.369
O 0.592 1.926 -0.367
N -0.374 -0.108 0.013
S -1.689 -0.921 0.741
C 0.552 -0.768 -0.636
C 0.698 -2.266 -0.954
H -0.890 2.874 1.579
H -1.826 1.267 1.912
H 0.721 2.872 0.007
H 1.384 -0.124 -1.103
H 0.682 -2.698 0.068
H 1.762 -2.298 -1.396
H -0.107 -2.857 -1.538


(15)
Computed, not measured: an isolated molecule of C4H7NOS in a non-equilibrium geometry, with ωB97M-V with the def2-TZVPD basis set.

Computed properties:
Spin multiplicity: 1
Relative energy (zero: lowest compared OMol25 entry of this formula, charge and spin) (eV): 4.766

Element x y z (Å)
C -0.149 1.644 0.575
C -0.978 0.529 1.192
C 0.063 -0.867 -0.334
C 1.403 -1.442 -0.555
N 0.418 1.567 -0.505
O -0.460 -0.722 0.810
S -0.930 -0.701 -1.879
H -0.218 2.523 1.212
H -0.985 0.796 2.228
H -2.076 0.706 1.024
H 1.650 -1.991 0.343
H 2.117 -0.677 -0.746
H 1.503 -1.916 -1.427
H -1.355 0.552 -1.939


(16)
Computed, not measured: an isolated molecule of C4H7NOS2 in a non-equilibrium geometry, with ωB97M-V with the def2-TZVPD basis set.

Computed properties:
SMILES: CCSC(=O)/C=N\S
Spin multiplicity: 1
Relative energy (zero: lowest compared OMol25 entry of this formula, charge and spin) (eV): 1.107

Element x y z (Å)
C -1.142 -0.952 2.590
C -0.243 -0.288 1.540
S -0.940 -0.555 -0.112
C 0.296 0.290 -1.057
O 1.267 0.815 -0.562
C 0.002 0.251 -2.524
N 0.672 0.755 -3.479
S 2.114 1.604 -3.394
H -2.162 -0.524 2.567
H -0.729 -0.784 3.610
H -1.233 -2.037 2.441
H 0.761 -0.716 1.578
H -0.136 0.761 1.701
H -0.899 -0.251 -2.829
H 2.372 1.631 -2.071


(17)
Computed, not measured: an isolated molecule of C4H7NOSi in a non-equilibrium geometry, with ωB97M-V with the def2-TZVPD basis set.

Computed properties:
SMILES: O=C=C/C=C\N[SiH3]
Spin multiplicity: 1
Relative energy (zero: lowest compared OMol25 entry of this formula, charge and spin) (eV): 3.614

Element x y z (Å)
O 1.162 -2.114 -1.204
C 0.080 -1.952 -0.830
C -1.014 -1.677 -0.217
C -0.671 -1.240 1.129
C -0.015 -0.097 1.310
N 0.511 0.718 0.241
Si 0.220 1.990 -0.850
H -1.955 -1.634 -0.564
H -1.022 -1.813 2.015
H 0.250 0.127 2.341
H 1.556 0.672 0.350
H 1.679 2.189 -1.382
H -0.572 1.473 -2.178
H -0.208 3.357 -0.159